Entry 1:
Formula: C4H9N5
Source: OMol25
Level of theory: ωB97M-V/def2-TZVPD

The calculation puts the LUMO energy at 0.88 eV. As for the spin multiplicity: 1. The calculation puts the strongest force on any atom at 5.66 eV Å⁻¹.

Element x y z (Å)
C -0.68 -0.02 0.50
C -2.75 1.22 0.42
C 0.20 1.60 -1.24
C 2.41 -2.29 0.42
N 0.33 -1.43 1.24
N 1.31 -0.46 -0.53
N -1.81 0.27 0.89
N 0.23 0.35 -0.42
N 1.31 -1.39 0.46
H -2.35 1.94 -0.25
H -3.29 1.78 1.21
H -3.43 0.61 -0.03
H 1.26 1.84 -1.46
H -0.54 1.40 -2.09
H -0.41 2.27 -0.60
H 2.86 -2.29 1.50
H 3.28 -1.98 -0.27
H 2.07 -3.42 0.25

Löwdin analysis output, partial charges in e: C -0.250; C -0.122; C 0.003; C -0.077; N 0.147; N 0.043; N 0.028; N -0.167; N -0.390; H 0.040; H 0.090; H 0.050; H 0.092; H 0.103; H 0.072; H 0.112; H 0.104; H 0.123

Entry 2:
Formula: C12H36N2O7
Source: OMol25
Level of theory: ωB97M-V/def2-TZVPD

The calculation puts the LUMO energy at 0.44 eV. As for the spin multiplicity: 1. As for the SMILES: COCCNCCOC.COCCNCCOC.O.O.O. The calculation puts the strongest force on any atom at 2.90 eV Å⁻¹.

Element x y z (Å)
C -3.30 15.76 -6.24
O -2.33 15.61 -7.31
C -1.59 14.44 -7.05
C -2.33 13.11 -7.37
N -3.07 12.84 -8.61
C -2.19 12.59 -9.74
C -3.14 12.37 -10.96
O -3.42 13.61 -11.57
C -4.30 13.49 -12.70
H -3.96 14.90 -6.26
H -3.92 16.64 -6.44
H -2.82 15.95 -5.27
H -1.16 14.42 -6.05
H -0.76 14.52 -7.75
H -3.11 12.97 -6.63
H -1.60 12.33 -7.16
H -3.55 13.64 -8.98
H -1.37 11.87 -9.62
H -1.62 13.49 -9.97
H -3.95 11.69 -10.68
H -2.57 11.76 -11.65
H -3.95 12.88 -13.54
H -4.24 14.50 -13.11
H -5.35 13.25 -12.52
C -7.86 8.35 -7.46
O -7.88 9.51 -8.35
C -8.54 10.72 -7.81
C -8.42 11.88 -8.82
N -9.57 12.09 -9.70
C -9.52 11.23 -10.84
C -10.75 11.39 -11.79
O -10.70 10.60 -12.96
C -9.85 11.16 -14.07
H -7.12 8.52 -6.68
H -7.62 7.54 -8.15
H -8.83 8.05 -7.07
H -8.12 10.99 -6.84
H -9.55 10.38 -7.59
H -7.43 11.86 -9.27
H -8.33 12.77 -8.19
H -10.40 11.98 -9.13
H -9.45 10.22 -10.45
H -8.61 11.35 -11.42
H -10.95 12.43 -12.05
H -11.61 11.11 -11.18
H -10.48 11.87 -14.60
H -9.54 10.45 -14.83
H -8.97 11.66 -13.67
O -3.72 6.62 -10.79
H -3.60 7.10 -9.97
H -3.84 5.71 -10.52
O -0.45 7.91 -5.57
H 0.21 7.57 -6.16
H -1.28 7.77 -6.03
O -3.76 9.02 -7.66
H -4.70 9.02 -7.85
H -3.50 9.94 -7.74

Löwdin analysis output, partial charges in e: C -0.086; O -0.184; C -0.235; C -0.210; N -0.058; C -0.208; C -0.233; O -0.176; C -0.101; H 0.076; H 0.085; H 0.087; H 0.119; H 0.114; H 0.094; H 0.117; H 0.107; H 0.119; H 0.112; H 0.119; H 0.111; H 0.084; H 0.085; H 0.082; C -0.091; O -0.236; C -0.178; C -0.206; N -0.074; C -0.222; C -0.230; O -0.198; C -0.043; H 0.079; H 0.084; H 0.079; H 0.110; H 0.113; H 0.122; H 0.105; H 0.109; H 0.113; H 0.111; H 0.116; H 0.116; H 0.077; H 0.079; H 0.070; O -0.053; H 0.012; H 0.028; O -0.054; H 0.028; H 0.020; O -0.046; H 0.020; H 0.018

The energy above the lowest of the compared OMol25 structures with the same formula, charge and spin results, record by record, are as follows: 135.2 46.1 kcal/mol.
The Kohn-Sham gap results, record by record, are as follows: 8.13 9.22 eV.
The HOMO level results, record by record, are as follows: -7.245 -8.778 eV.